[1]
59
Properties=species:S:1:pos:R:3 method="wB97M-V/def2-TZVPD" lumo_energy_ev="2.49 / 2.52" homo_lumo_gap_ev="3.61 / 3.27" energy_ev=-76862.774 charge=-1 spin_multiplicity=3
Tm 0.1502 0.0689 -0.3622
Cl -1.1167 -0.4764 1.5233
N 2.0123 -0.1889 1.1220
N -1.9129 0.9347 -1.2679
C 2.9267 -1.0116 0.6642
C -2.4137 0.1842 -2.2211
C 2.4803 0.3503 2.4146
C 3.9556 -0.0485 2.4136
C 1.7495 -0.3270 3.5631
C 2.2586 1.8557 2.4570
H 1.9990 -1.3969 3.5841
H 0.6674 -0.2241 3.4426
H 2.0780 0.1258 4.5066
H 2.7510 2.3283 1.6008
H 2.6799 2.2537 3.3820
H 1.1868 2.0900 2.4130
C -2.8591 2.0266 -0.9703
C -4.0739 1.6472 -1.8150
C -2.2458 3.3468 -1.4078
C -3.1932 2.0700 0.5136
H -3.5647 1.0962 0.8421
H -3.9614 2.8324 0.6750
H -2.3085 2.3113 1.1136
H -2.0361 3.3161 -2.4849
H -1.3075 3.5336 -0.8720
H -2.9544 4.1557 -1.2071
O -3.6406 0.4888 -2.6163
H -4.3882 2.4184 -2.5276
H -4.9311 1.3080 -1.2202
O 4.0688 -1.0509 1.3325
H 4.3120 -0.5407 3.3267
H 4.6233 0.7827 2.1462
C 2.7066 -1.8697 -0.5538
C -1.6789 -0.9727 -2.8400
C -1.0142 -1.8331 -1.7873
H -0.9344 -0.5383 -3.5346
H -2.3805 -1.5877 -3.3917
C 0.2481 -1.8033 -1.3456
C 1.2546 -2.3046 -0.6263
H 1.1777 1.5627 -1.6616
C 0.6464 -3.3947 0.0719
C -0.7153 -3.6156 -0.2051
C 1.4758 -4.1154 0.9911
C -1.5864 -2.9256 -1.0620
H -1.1465 -4.4440 0.2996
C -2.9812 -3.1636 -1.2809
H -3.2139 -4.0717 -0.7653
H -3.2101 -3.2633 -2.3432
H -3.5886 -2.3453 -0.8865
H 2.4429 -4.3730 0.5549
H 0.9367 -5.0050 1.2462
H 1.6631 -3.5296 1.8943
H 3.3331 -2.7528 -0.4938
H 3.0006 -1.2645 -1.4321
N 0.9656 2.2513 -0.6602
C 1.6536 3.2829 -1.0999
N 2.3415 4.2444 -1.6265
C 2.6414 5.2890 -1.0024
N 2.9705 6.2828 -0.5231

***

[2]
59
Properties=species:S:1:pos:R:3 method="wB97M-V/def2-TZVPD" lumo_energy_ev=0.41 homo_lumo_gap_ev=9.08 energy_ev=-49368.734 de_lowest_kcal_mol=22.2 smiles="Cc1c(C(=O)N2CCC3(CC2)OCCO3)oc2ccc(S(=O)(=O)N3CCCCC3)cc12"
C 1.0276 0.9195 -1.8320
C 0.8169 -0.1502 -0.8256
C 1.6966 -1.1161 -0.4276
C 3.0576 -1.3462 -0.9760
O 3.2422 -1.2544 -2.1767
N 4.0485 -1.6729 -0.1079
C 3.9638 -1.5157 1.3262
H 2.9831 -1.8138 1.6901
C 4.2720 -0.0605 1.7060
H 3.3607 0.5395 1.6925
H 4.7157 0.0019 2.6991
C 5.2609 0.5533 0.6928
C 6.2093 -0.5375 0.1672
H 6.9480 -0.0805 -0.4905
C 5.4126 -1.6052 -0.5971
H 5.3506 -1.3558 -1.6579
H 5.8879 -2.5852 -0.4867
H 6.7308 -0.9589 1.0270
O 4.5759 1.1316 -0.4043
C 4.6402 2.5329 -0.2787
H 4.6565 2.9663 -1.2779
C 5.9324 2.7395 0.5133
H 5.9247 3.6208 1.1536
O 5.9787 1.5931 1.3355
H 6.8040 2.7677 -0.1539
H 3.7722 2.9102 0.2796
H 4.7055 -2.1883 1.7655
O 1.1587 -1.9291 0.5379
C -0.0914 -1.4815 0.7705
C -1.0173 -1.9980 1.6659
C -2.2409 -1.3610 1.7375
C -2.5143 -0.2533 0.9396
C -1.6059 0.2670 0.0483
C -0.3658 -0.3597 -0.0427
H -1.8649 1.1288 -0.5436
S -4.1068 0.5562 1.0610
O -4.9136 -0.1566 2.0157
O -3.9011 1.9590 1.2764
N -4.6384 0.3698 -0.5184
C -5.0659 -0.9766 -0.8347
C -6.4981 -1.2595 -0.3798
C -7.4421 -0.2040 -0.9511
C -6.9665 1.1848 -0.5305
C -5.5311 1.4020 -1.0056
H -5.1374 2.3495 -0.6366
H -5.4838 1.3926 -2.1002
H -6.9866 1.2636 0.5583
H -7.6133 1.9579 -0.9486
H -8.4584 -0.3788 -0.5937
H -7.4509 -0.2708 -2.0428
H -6.5268 -1.2226 0.7098
H -6.7929 -2.2583 -0.7060
H -4.3640 -1.6575 -0.3480
H -4.9798 -1.1032 -1.9199
H -3.0113 -1.6990 2.4120
H -0.7846 -2.8565 2.2746
H 0.8400 1.8958 -1.3871
H 0.3362 0.7879 -2.6630
H 2.0442 0.8762 -2.2107

***

[3]
58
Properties=species:S:1:pos:R:3 method="wB97M-V/def2-TZVPD" lumo_energy_ev=0.52 homo_lumo_gap_ev=8.67 energy_ev=-46207.220 de_lowest_kcal_mol=48.6 smiles="Cc1ccc(S(=O)(=O)N2CCC(C(=O)N3CCN(c4ccccn4)CC3)CC2)cc1"
C 4.8597 4.3791 0.2261
C 4.8978 2.8822 0.2056
C 5.0704 2.2029 -0.9971
C 5.0817 0.8205 -1.0316
C 4.9255 0.1132 0.1447
C 4.7576 0.7649 1.3501
C 4.7477 2.1488 1.3776
H 4.6209 2.6651 2.3180
H 4.6566 0.1796 2.2504
S 4.8181 -1.6721 0.0890
O 5.5108 -2.1529 -1.0700
O 5.1683 -2.2071 1.3732
N 3.1962 -1.9822 -0.1416
C 2.3466 -1.6406 0.9731
C 1.0081 -2.3566 0.8188
H 0.3743 -2.1204 1.6755
H 1.1880 -3.4326 0.8021
C 0.3284 -1.9490 -0.4993
C -0.1326 -0.4983 -0.4128
O 0.5543 0.4406 -0.7771
N -1.3572 -0.2872 0.1322
C -2.3025 -1.3178 0.5254
H -2.6839 -1.8406 -0.3622
H -1.8235 -2.0490 1.1812
C -3.4819 -0.6883 1.2654
N -4.1428 0.2848 0.4297
C -5.4711 0.1620 0.1472
N -6.1352 -0.7813 0.8218
C -7.4319 -0.9228 0.6138
C -8.1598 -0.1471 -0.2682
C -7.4738 0.8326 -0.9774
C -6.1204 0.9970 -0.7798
H -5.5791 1.7502 -1.3275
H -7.9959 1.4626 -1.6835
H -9.2185 -0.2990 -0.4010
H -7.9022 -1.7070 1.1937
C -3.2769 1.1621 -0.3290
H -3.6236 2.1981 -0.2422
C -1.8539 1.0744 0.2076
H -1.1841 1.6947 -0.3920
H -1.8191 1.4324 1.2423
H -3.2810 0.8851 -1.3936
H -3.1333 -0.2196 2.1929
H -4.2207 -1.4501 1.5191
H -0.5434 -2.5872 -0.6667
C 1.3067 -2.1789 -1.6603
C 2.6677 -1.5338 -1.4106
H 3.3818 -1.8406 -2.1755
H 2.5589 -0.4415 -1.4266
H 0.8885 -1.7736 -2.5828
H 1.4430 -3.2550 -1.7804
H 2.8609 -1.9712 1.8763
H 2.1830 -0.5528 1.0246
H 5.2278 0.2772 -1.9516
H 5.1945 2.7643 -1.9115
H 5.6114 4.7930 -0.4423
H 3.8839 4.7278 -0.1124
H 5.0290 4.7610 1.2294

***

[4]
60
Properties=species:S:1:pos:R:3 method="wB97M-V/def2-TZVPD" lumo_energy_ev=-0.18 homo_lumo_gap_ev=7.91 energy_ev=-59090.748 de_lowest_kcal_mol=0.0 smiles="C[C@@H]1CCCN(S(=O)(=O)c2ccc(C(=O)Nc3sc4c(c3C(N)=O)CCN(C)C4)cc2)C1"
C 7.3671 -3.1969 3.5368
H 8.0946 -2.5822 3.0131
H 7.4710 -3.0221 4.6051
C 5.9529 -2.8599 3.0778
C 4.9077 -3.7048 3.8096
C 3.5093 -3.3754 3.2935
C 3.4516 -3.5710 1.7812
N 4.4621 -2.7463 1.1563
S 4.2438 -2.6006 -0.4997
O 3.8525 -3.8500 -1.0934
O 5.3907 -1.9267 -1.0319
C 2.8443 -1.4818 -0.5231
C 2.9831 -0.2491 0.0862
C 1.9113 0.6221 0.0881
C 0.7083 0.2646 -0.5239
C 0.5856 -0.9833 -1.1336
C 1.6608 -1.8561 -1.1292
H 1.6017 -2.8302 -1.5892
H -0.3365 -1.2917 -1.6022
C -0.3934 1.2610 -0.4670
O -0.3578 2.2492 0.2511
N -1.4623 1.0268 -1.2693
C -2.5273 1.8804 -1.3104
C -3.6572 1.6954 -2.0909
C -4.5681 2.7916 -1.9263
C -4.1139 3.7095 -1.0305
S -2.5603 3.3100 -0.3565
C -4.8420 4.9642 -0.6589
N -6.2462 4.9073 -1.0247
C -7.0413 4.1575 -0.0735
H -8.0691 4.1151 -0.4306
H -7.0301 4.6862 0.8791
H -6.6805 3.1338 0.0954
C -6.3811 4.4437 -2.3894
C -5.8833 3.0029 -2.6219
H -6.6300 2.3012 -2.2323
H -5.7785 2.8461 -3.6983
H -5.8032 5.1271 -3.0172
H -7.4320 4.5209 -2.6790
H -4.3917 5.8186 -1.1807
H -4.7563 5.1526 0.4134
C -3.7618 0.4803 -2.9030
O -2.8281 -0.3174 -3.0138
N -4.9281 0.2283 -3.5338
H -5.7475 0.7915 -3.4136
H -4.9891 -0.6254 -4.0636
H -1.5731 0.2430 -1.9287
H 1.9763 1.5921 0.5578
H 3.9256 0.0041 0.5436
C 5.8061 -3.0912 1.5729
H 6.4848 -2.4558 1.0029
H 6.0295 -4.1426 1.3358
H 2.4828 -3.2607 1.3832
H 3.6054 -4.6296 1.5253
H 3.2714 -2.3353 3.5225
H 2.7648 -4.0139 3.7711
H 4.9626 -3.5190 4.8839
H 5.1186 -4.7633 3.6392
H 5.7498 -1.8033 3.2792
H 7.5934 -4.2418 3.3359